{"formula": "C12H23Br2ClNO11PS", "method": "wB97M-V/def2-TZVPD", "gap_ev": 8.10, "energy_ev": -209555.7121, "elements": ["C", "C", "Br", "C", "Br", "C", "O", "O", "S", "O", "O", "C", "C", "C", "O", "Cl", "C", "C", "O", "N", "O", "H", "H", "H", "H", "H", "H", "H", "H", "H", "H", "H", "H", "H", "H", "C", "O", "P", "O", "O", "C", "O", "C", "H", "H", "H", "H", "H", "H", "H", "H", "H"], "xyz": [[-0.931, 1.573, 2.339], [-1.138, 1.160, 0.883], [-1.572, -0.781, 0.953], [0.109, 1.338, -0.043], [1.458, -0.050, 0.430], [0.856, 2.726, 0.123], [1.734, 2.602, 1.208], [0.000, 3.816, 0.453], [-1.092, 4.191, -0.691], [-2.427, 3.770, -0.392], [-1.057, 5.614, -0.804], [-0.537, 3.541, -2.303], [-1.235, 4.296, -3.455], [1.010, 3.615, -2.350], [1.379, 2.882, -3.506], [1.476, 5.331, -2.669], [1.744, 2.956, -1.136], [3.093, 3.616, -0.802], [2.939, 4.811, -0.046], [4.149, 5.560, -0.189], [5.013, 5.104, 0.440], [-0.617, 2.614, 2.465], [-0.145, 0.955, 2.788], [-1.829, 1.423, 2.942], [-2.048, 1.610, 0.489], [-0.173, 1.094, -1.067], [1.352, 3.134, 1.922], [-0.828, 2.494, -2.427], [-2.068, 3.666, -3.783], [-0.559, 4.426, -4.299], [-1.676, 5.238, -3.129], [2.343, 2.806, -3.436], [2.013, 1.946, -1.464], [3.676, 2.847, -0.282], [3.622, 3.804, -1.749], [-1.657, -7.498, 3.136], [-1.934, -6.123, 2.785], [-1.061, -5.413, 1.528], [-0.914, -4.040, 2.084], [-2.325, -5.511, 0.511], [-2.846, -6.794, 0.167], [-0.025, -5.337, 0.219], [1.354, -5.071, 0.512], [-1.470, -7.554, 4.208], [-2.525, -8.114, 2.897], [-0.786, -7.893, 2.611], [-3.725, -7.004, 0.780], [-2.109, -7.587, 0.312], [-3.142, -6.780, -0.879], [1.713, -5.702, 1.324], [1.483, -4.021, 0.774], [1.934, -5.287, -0.383]], "atomic_forces_ev_per_a": [[0.5165, -0.1284, 0.3613], [0.3948, -0.6609, 0.5161], [-0.5331, 0.4227, -0.1670], [-0.5362, -0.2734, 1.2023], [-0.0106, 0.3708, -0.6252], [1.3007, -1.4852, 0.0833], [-0.7075, 0.8434, 0.2267], [-0.6459, -0.5431, -1.5659], [-2.0775, 2.9212, -0.6349], [0.5434, -1.8561, 0.3146], [1.1868, 0.2448, 0.1336], [0.8300, -0.2828, 0.1401], [-0.7947, -0.3970, 0.3910], [-0.1700, -0.5729, -0.6832], [0.0469, 0.2040, 0.5295], [0.1742, -0.0631, 0.3246], [-0.1674, 1.0268, 0.1838], [-0.2275, -1.0361, -0.1858], [-0.2617, -0.5004, -0.3765], [0.4397, 0.4859, 0.3428], [-0.0006, 0.0087, -0.1615], [-0.2861, -0.0487, -0.2188], [-0.1203, 0.0664, -0.1079], [-0.0236, -0.0147, -0.2938], [0.3647, 0.1146, -0.2867], [0.1453, 0.1623, 0.0755], [0.2977, -0.1195, 0.0034], [0.1957, 0.0560, 0.5237], [0.1196, 0.1456, -0.0387], [0.0493, 0.0805, 0.2171], [0.3916, 0.0631, -0.1009], [-0.1504, -0.0840, -0.4541], [-0.1297, 0.1522, -0.0345], [0.0037, 0.3850, 0.2620], [-0.1316, 0.2605, 0.1204], [-0.2626, 0.0128, 0.2640], [2.7775, -1.8786, -0.9749], [-4.1985, 5.8642, -1.2011], [0.6862, -1.0437, 0.2506], [0.4505, -0.4899, -0.1690], [-0.1316, 0.1392, 0.1546], [0.4004, -2.5958, 1.7653], [0.3008, 0.1784, -0.0725], [0.0186, 0.0356, -0.0243], [0.0335, 0.0128, -0.0298], [-0.0145, -0.0770, 0.0414], [0.0300, -0.0563, 0.0198], [-0.0422, -0.0566, -0.0997], [0.0656, 0.0512, -0.0067], [0.1123, 0.0626, -0.0149], [-0.1227, -0.0303, 0.1043], [-0.1296, -0.0767, -0.0234]]}